# 1
ORCA calculation (wB97M-V/def2-TZVPD) on C14H36AlBrCl3KLiNO10SSi2 as an isolated structure.

Structure (XYZ):
```
71
Properties=species:S:1:pos:R:3:forces:R:3
C 0.75711 -0.19864 -3.56404 0.53 -0.93 -0.07
Si 2.48400 -1.01779 -3.56688 0.14 0.59 0.04
C 2.35223 -2.89492 -3.85075 0.24 0.33 -0.49
C 3.39291 -0.26761 -5.04369 -0.68 -0.60 0.00
Si 3.56812 -0.44926 -1.58989 0.71 0.42 1.55
O 4.88935 0.43147 -2.01145 -0.10 -0.56 -0.91
Br 4.06138 -2.39691 -0.54612 -0.02 -0.59 -0.92
H 0.86931 0.73232 -3.01385 -0.21 0.19 -0.08
H -0.00269 -0.77978 -3.03341 -0.23 0.22 0.06
H 0.43720 0.01390 -4.58601 -0.20 0.19 -0.04
H 2.87432 -3.15334 -4.77472 -0.17 -0.06 -0.19
H 2.81629 -3.50591 -3.08114 -0.23 0.05 0.31
H 1.30297 -3.18467 -3.95474 -0.27 -0.51 -0.06
H 4.21704 -0.92834 -5.30309 0.34 0.27 -0.04
H 3.70767 0.75385 -4.86244 0.28 0.02 0.08
H 2.70653 -0.25374 -5.89668 0.03 0.03 -0.14
H 2.66718 0.37415 -0.76141 -0.29 -0.10 -0.25
H 5.68771 -0.04248 -1.75550 0.25 0.38 0.32
C -1.75715 2.71388 1.16758 -0.13 0.23 0.10
C -2.00857 2.05119 2.51467 0.68 -0.71 -0.69
C -0.73045 1.58951 3.24065 -0.73 0.26 0.23
C 0.21898 0.63457 2.53037 0.25 0.12 0.13
N -0.29132 -0.73808 2.22294 -0.06 -0.45 -0.09
C -1.23695 -0.79040 1.02417 -0.20 0.18 -0.08
C -0.31811 -0.77465 -0.16040 0.44 -0.02 -0.08
C 0.79116 -1.73033 0.25568 -0.23 -0.09 -0.12
C 0.90383 -1.59510 1.77203 0.21 0.00 -0.17
C -0.92774 -1.35715 3.41587 0.05 0.20 0.01
H -1.13008 2.10165 0.52203 0.02 -0.03 0.02
H -2.69994 2.88062 0.65012 -0.01 0.03 0.00
H -1.26312 3.68524 1.29153 0.06 -0.04 -0.04
H -2.71091 1.22741 2.42178 -0.16 0.11 0.15
H -2.54408 2.78517 3.15070 -0.75 -0.98 -0.88
H -1.00582 1.17785 4.21998 0.08 -0.06 0.00
H -0.11614 2.47846 3.47002 0.30 -0.17 -0.12
H 1.07199 0.48694 3.19193 0.06 0.05 -0.04
H 0.60163 1.05793 1.60413 0.00 -0.03 -0.03
H -1.78844 -1.73066 1.07218 0.06 -0.02 -0.11
H -1.94221 0.02943 1.03926 -0.04 -0.02 0.14
H 0.08201 0.22916 -0.34520 0.01 0.00 0.02
H -0.83541 -1.09487 -1.05438 -0.19 0.05 0.10
H 1.72669 -1.51192 -0.23581 -0.04 0.03 0.22
H 0.51985 -2.75443 -0.00294 -0.14 0.02 0.01
H 1.83013 -1.11467 2.08506 -0.01 0.05 0.02
H 0.82140 -2.56042 2.26141 -0.04 0.04 0.14
H -1.84123 -0.81774 3.65371 -0.03 -0.04 0.04
H -0.22556 -1.31847 4.24743 -0.05 -0.01 0.05
H -1.17235 -2.38657 3.17531 -0.03 -0.01 -0.02
C 1.64018 4.74442 5.34634 0.36 -0.16 0.05
Cl 1.20416 4.89737 3.62716 -0.03 0.01 0.04
Cl 0.22615 4.41149 6.35175 -0.07 0.26 0.08
H 2.33785 3.92103 5.46744 -0.12 -0.12 0.00
H 2.08553 5.67495 5.67398 -0.10 0.08 -0.03
O -2.38572 -3.12494 -0.59757 0.15 0.16 -0.23
S -3.06272 -2.28653 -1.61182 -0.38 0.03 0.69
O -2.18519 -2.39347 -2.89053 1.70 -0.28 -1.44
O -3.03474 -0.86720 -1.21468 0.07 -0.14 -0.18
O -4.38773 -2.75693 -1.94957 0.01 -0.10 -0.19
Li -0.61459 -2.78809 -3.60654 -1.07 0.36 2.17
K -0.61296 -2.76478 -6.28865 -0.30 0.22 -0.59
O -1.74118 -2.87793 -10.26424 0.10 -0.15 0.18
H -1.78954 -3.83284 -10.37345 -0.05 -0.01 -0.06
H -1.88606 -2.53344 -11.15108 0.00 0.11 0.03
Cl 4.79282 0.16733 0.98486 -0.16 0.50 0.38
Al -1.79157 3.85456 4.35651 0.36 1.19 1.05
O 1.62549 1.85216 7.76138 0.01 0.02 -0.38
H 0.99782 2.56842 7.63432 -0.06 -0.07 0.23
C -5.53700 1.97483 2.40628 -0.16 0.29 -0.12
O -4.97753 1.07820 3.04392 0.00 0.01 0.03
O -5.07192 3.14168 2.26551 0.18 -0.12 0.13
O -6.64226 1.85385 1.82268 0.08 -0.14 0.09
```
Positions in Å, forces in eV/Å.

=====

# 2
ORCA calculation (wB97M-V/def2-TZVPD) on an isolated ion of composition C15H26N3O3S and charge +1.

Structure (XYZ):
```
48
Properties=species:S:1:pos:R:3:forces:R:3
C -6.08040 -2.39567 -0.03465 0.24 -0.03 -0.06
C -4.72440 -1.70115 -0.00565 -0.27 0.18 0.05
C -4.83804 -0.28700 0.56221 0.34 -0.18 0.08
C -3.49327 0.42095 0.72253 -0.29 0.04 -0.25
C -2.86742 0.80410 -0.62862 0.06 0.02 0.35
C -1.52455 1.44707 -0.44760 0.05 -0.35 -0.08
C -0.38700 0.73749 -0.20684 -0.59 0.73 -0.13
O -0.30616 -0.60431 -0.13908 -0.02 0.05 0.00
N 0.83510 1.32573 -0.02568 -0.18 -0.05 0.08
C 0.92587 2.62534 -0.06585 0.10 -0.33 0.07
S 2.48483 3.39161 0.15346 0.24 0.13 0.12
C 3.45134 2.10145 1.03677 -0.41 0.18 -0.34
C 4.00455 0.98509 0.15778 0.40 0.29 0.09
N 2.99865 -0.07407 -0.07010 -0.34 0.14 -0.07
C 3.09993 -0.74837 -1.38372 0.31 -0.48 -0.44
C 4.27971 -1.72228 -1.41292 -0.15 0.20 -0.16
O 4.14364 -2.68585 -0.39931 -0.05 -0.12 -0.01
C 4.12033 -2.08980 0.87179 -0.10 0.17 0.18
C 2.95737 -1.10015 0.99795 0.22 -0.59 0.29
N -0.13505 3.40199 -0.29107 0.15 0.18 -0.01
C -1.45116 2.89280 -0.50398 0.38 -0.33 0.02
O -2.34740 3.66550 -0.70627 -0.26 0.20 -0.03
H -6.78017 -1.83732 -0.65142 -0.12 0.03 -0.06
H -5.98750 -3.39873 -0.44312 -0.09 -0.10 -0.03
H -6.49280 -2.47047 0.96849 -0.09 -0.02 0.09
H -4.03469 -2.28566 0.61014 0.10 0.00 -0.01
H -4.32657 -1.66950 -1.02267 0.10 -0.03 -0.01
H -5.48604 0.31176 -0.07956 -0.11 0.06 0.01
H -5.31150 -0.34644 1.54397 -0.10 0.03 0.00
H -3.63840 1.33570 1.29978 0.11 0.01 0.06
H -2.81223 -0.22208 1.28913 0.05 0.02 0.08
H -3.51926 1.52470 -1.12354 0.01 -0.11 -0.10
H -2.78423 -0.07599 -1.27184 -0.03 0.02 -0.11
H -1.18748 -0.99166 -0.24411 0.05 0.03 0.00
H 2.82837 1.72062 1.84407 0.08 0.01 0.12
H 4.27425 2.67155 1.46754 -0.05 -0.03 0.02
H 4.30821 1.40220 -0.80485 -0.01 -0.13 0.06
H 4.89101 0.56337 0.63719 -0.08 -0.03 -0.08
H 2.00725 0.47513 -0.04599 0.52 -0.26 -0.02
H 3.19138 -0.00160 -2.17249 -0.05 0.06 0.08
H 2.17495 -1.31117 -1.53053 0.01 0.10 0.04
H 4.28925 -2.26862 -2.35668 0.02 0.17 0.02
H 5.23176 -1.18123 -1.30684 -0.03 -0.05 -0.03
H 3.99145 -2.90095 1.58947 0.01 0.17 0.04
H 5.08108 -1.59335 1.07675 -0.06 -0.07 0.01
H 2.97915 -0.61455 1.97333 -0.06 0.07 -0.02
H 2.01353 -1.63924 0.88957 0.02 0.13 0.02
H -0.04721 4.41302 -0.31694 -0.03 -0.11 0.07
```
Positions in Å, forces in eV/Å.

Properties
Total charge: +1
Energy relative to the best compared isomer or geometry (same formula, charge and spin): 0.0 kcal per mole
SMILES: CCCCCc1c(O)nc(SCC[NH+]2CCOCC2)[nH]c1=O

=====

# 3
ORCA calculation (wB97M-V/def2-TZVPD) on C13H34N2O5Pd as an isolated structure.

Structure (XYZ):
```
55
Properties=species:S:1:pos:R:3:forces:R:3
Pd 6.26139 -2.57821 1.92385 1.05 -0.58 -0.03
C 3.79887 -0.25038 1.10390 -0.69 -0.34 -1.14
O 4.53360 -1.01202 2.07427 -0.65 0.99 -0.18
H 3.56366 -0.86033 0.23169 -0.17 -0.50 0.25
H 2.85324 0.05203 1.55383 0.09 0.26 -0.22
H 4.30951 0.59087 0.63524 0.40 0.29 0.79
H 4.12294 -0.68718 2.87891 0.54 -0.34 0.58
C 5.50149 -6.05730 2.42436 -1.37 0.06 -0.60
O 6.33106 -4.95753 2.18314 3.16 -0.07 0.61
C 7.73259 -5.38586 2.23676 -0.74 -0.85 -0.61
C 8.67284 -4.29341 1.91220 0.21 0.84 -0.26
N 8.36199 -2.97314 2.53411 1.25 -0.79 0.02
C 8.59435 -2.91324 3.99091 -1.72 -0.75 0.92
C 7.29385 -3.33110 4.68544 -0.12 -0.15 1.43
O 6.13722 -2.75603 4.07525 -1.21 -0.43 0.47
C 4.88691 -2.93536 4.84244 0.76 -0.02 0.21
H 5.73624 -6.64352 3.31281 0.03 0.40 0.29
H 5.53954 -6.74336 1.57821 -0.10 -0.10 -0.15
H 4.53802 -5.54822 2.45051 -0.34 -0.88 0.32
H 7.90043 -6.12510 1.45353 -0.26 -0.22 -0.29
H 8.03655 -5.95664 3.11421 -0.69 0.42 0.71
H 8.63909 -4.13660 0.83407 0.09 0.19 0.05
H 9.68745 -4.62239 2.13679 0.10 0.01 0.18
H 9.07781 -2.38578 2.13073 -0.34 0.67 -0.34
H 8.86110 -1.93959 4.40195 0.25 0.15 -0.79
H 9.31249 -3.66251 4.32402 0.43 0.21 -0.15
H 7.25575 -3.01986 5.72936 0.46 0.49 0.12
H 7.27371 -4.41102 4.83196 -0.61 -0.32 -0.85
H 5.12512 -2.57829 5.84436 -0.47 0.37 -0.05
H 4.51172 -3.95115 4.96697 0.74 -0.48 -0.38
H 4.05683 -2.43470 4.34403 0.49 0.51 0.05
C 2.81478 -3.81331 1.13566 -0.82 0.17 0.77
O 4.13285 -3.57931 0.82495 2.37 0.30 -1.04
C 4.40960 -3.87452 -0.52715 1.03 -0.36 0.05
C 5.93597 -3.96534 -0.78613 -2.54 -0.52 -0.95
N 6.65222 -2.85423 -0.21930 1.27 0.36 0.19
C 6.46326 -1.53640 -0.80871 -0.74 0.90 -0.01
C 7.27537 -0.44641 -0.05119 0.24 0.20 0.74
O 7.46389 -0.71383 1.37591 -0.54 1.45 -0.42
C 7.94993 0.48888 2.10852 0.02 -0.93 -0.23
H 2.41332 -4.53728 0.42658 -0.46 -0.11 0.41
H 2.27488 -2.86795 1.08158 -0.48 -0.14 0.09
H 2.87543 -4.18420 2.15882 -0.90 -0.11 0.02
H 3.97837 -3.13777 -1.20490 -0.22 0.20 0.03
H 3.95721 -4.84298 -0.74054 0.10 -0.08 -0.39
H 5.97740 -3.96307 -1.87534 0.37 0.09 -0.28
H 6.32918 -4.93774 -0.48960 0.18 0.33 0.49
H 7.58134 -2.98660 -0.59256 0.85 -0.65 1.02
H 5.40917 -1.25896 -0.80657 0.04 -0.07 0.10
H 6.76061 -1.62802 -1.85336 0.10 0.63 -0.17
H 6.72383 0.49268 -0.09615 0.14 0.08 -0.47
H 8.30786 -0.30926 -0.37254 -0.20 0.01 -0.79
H 8.78335 0.97308 1.59953 0.44 -0.69 -0.14
H 8.22809 0.05275 3.06796 0.11 0.50 -0.03
H 7.27942 1.34010 2.22655 -0.92 -0.61 -0.01
```
Positions in Å, forces in eV/Å.

Properties
Multiplicity: 3
Total charge: +2
Expectation value of S²: 2.004
Energy relative to the best compared isomer or geometry (same formula, charge and spin): 15.3 kcal per mole

=====

# 4
ORCA calculation (wB97M-V/def2-TZVPD) on one molecule with the formula C5H6O2.

Structure (XYZ):
```
13
Properties=species:S:1:pos:R:3:forces:R:3
C 1.23218 0.99581 -0.09493 -0.18 1.85 0.90
C -0.78377 -0.44514 -0.12438 2.03 2.56 0.72
C -2.61167 1.31159 0.13707 1.72 0.19 0.32
C 0.69817 -0.17977 0.01013 -1.72 -0.35 -0.39
C 1.84193 -1.19442 0.14013 -3.23 -3.04 -2.41
O 1.69442 2.04433 0.07391 0.40 0.57 -0.52
O -1.89907 0.23100 0.06762 2.22 -3.29 -0.25
H -0.89482 -1.43960 -0.24696 -1.22 -3.12 -0.27
H -2.04710 2.17264 -0.08396 -0.09 1.46 -0.07
H -3.53332 1.00155 -0.20862 -2.30 0.66 -0.40
H 1.81988 -1.99876 -0.72232 -0.06 1.60 1.34
H 1.74516 -1.79432 1.01813 0.20 -0.06 0.90
H 2.73798 -0.70491 0.03415 2.22 0.99 0.15
```
Positions in Å, forces in eV/Å.

Properties
Energy relative to the best compared isomer or geometry (same formula, charge and spin): 135.8 kcal per mole

=====

| no. | DFT total energy (Eh) | F_max (eV Å⁻¹) |
| --- | --- | --- |
| 1 | -7143.57268 | 2.4 |
| 2 | -1375.15480 | 0.9 |
| 3 | -1128.59684 | 3.2 |
| 4 | -344.38551 | 5.0 |